Entry from the Open Molecules 2025 dataset: a 2-piece molecular cluster, CH4O2 overall at a distorted geometry (ωB97M-V/def2-TZVPD).

Computed properties:
Multiplicity: 1
Frontier orbital gap: 10.9 eV
LUMO level: 0.16 eV
SMILES string: C=O.O
Relative energy (zero: lowest compared OMol25 entry of this formula, charge and spin): 1.1187 eV
HOMO: -10.7 eV

The geometry in XYZ format:
```
7
CH4O2 | the Open Molecules 2025 dataset | ωB97M-V/def2-TZVPD
O -0.146 0.533 -0.257
O 0.893 -0.756 2.226
C -0.532 0.349 -1.383
H 1.429 0.020 1.783
H 0.069 -0.636 1.491
H -1.618 0.502 -1.668
H -0.095 -0.011 -2.191
```

=====

Entry from the Open Molecules 2025 dataset: C17H26N2O3S as an isolated structure at a distorted geometry (ωB97M-V/def2-TZVPD).

Computed properties:
Multiplicity: 1
Frontier orbital gap: 9.2 eV
LUMO level: 0.22 eV
Relative energy (zero: lowest compared OMol25 entry of this formula, charge and spin): 15.5187 eV
HOMO: -9.0 eV

The geometry in XYZ format:
```
49
C17H26N2O3S | the Open Molecules 2025 dataset | ωB97M-V/def2-TZVPD
S -5.441 -0.590 0.860
O -5.555 -1.832 1.652
O -6.412 0.488 1.151
O 1.335 -1.640 -0.411
N 2.835 -0.371 0.376
N -5.544 -1.130 -0.667
C -3.902 -0.116 0.920
C -7.386 0.164 -1.683
C 3.422 0.983 0.902
C -2.276 1.811 0.581
C 1.874 -0.458 -0.339
C 3.634 -1.537 0.762
C -5.828 -0.297 -1.715
C 5.856 -0.201 0.411
C -1.556 -0.293 0.477
C 4.820 1.003 0.188
C 0.975 0.613 -0.668
C -2.912 -0.823 0.480
C 0.218 1.333 0.261
C -1.155 0.821 0.495
C -3.556 1.383 0.679
C 7.106 -0.385 -0.340
C 5.024 -1.417 0.119
H 3.698 0.990 1.845
H 4.883 -1.445 -0.865
H -5.172 0.507 -1.550
H 6.958 -0.118 -1.441
H -7.680 0.724 -0.928
H 5.375 2.069 0.004
H 4.705 0.935 -0.797
H -4.446 2.014 0.969
H 1.784 1.294 -1.052
H -2.137 2.915 0.952
H 3.796 -1.580 1.950
H 0.255 2.267 0.280
H 7.666 0.686 -0.073
H -0.690 -1.128 0.352
H -5.793 -0.699 -2.727
H 2.909 1.845 0.518
H -6.387 -2.145 -0.580
H -3.043 -2.147 0.441
H 6.010 -0.138 1.323
H -7.495 0.771 -2.531
H -7.960 -0.835 -1.902
H 7.645 -1.069 0.080
H 0.661 1.131 1.468
H 3.122 -2.369 0.676
H 0.198 0.460 -1.423
H 5.565 -2.446 0.520
```

=====

Entry from the Open Molecules 2025 dataset: C17H17N6O3PtS as an isolated structure at a distorted geometry (ωB97M-V/def2-TZVPD).

Computed properties:
Multiplicity: 1
Frontier orbital gap (spin up / spin down): 5.5 / 5.4 eV
LUMO level (spin up / spin down): 1.05 / 1.09 eV
Relative energy (zero: lowest compared OMol25 entry of this formula, charge and spin): 1.0234 eV
Net charge: -1
HOMO (spin up / spin down): -4.4 / -4.3 eV

The geometry in XYZ format:
```
45
C17H17N6O3PtS | the Open Molecules 2025 dataset | ωB97M-V/def2-TZVPD
Pt 0.438 -2.059 0.829
S -1.838 -2.147 1.075
O 1.515 -3.264 4.624
O 4.235 -3.447 0.941
O 2.556 -2.028 0.641
N 0.181 -0.487 3.017
N -1.123 -0.130 -0.565
N -3.480 1.275 0.152
N -0.016 -0.863 -0.712
N -3.154 0.046 0.593
N 1.030 -3.097 2.404
C -3.490 3.310 -1.062
C 1.818 -1.365 -2.171
C -2.772 2.349 -0.333
C 0.918 -2.735 3.686
C -0.060 -1.586 3.951
C -1.421 2.601 -0.063
C 0.486 0.606 -2.580
C 2.365 0.093 -3.995
C 2.613 -1.050 -3.249
C -2.024 -0.547 0.289
C -0.807 3.728 -0.572
C 3.095 -3.068 1.129
C -2.866 4.433 -1.558
C 1.290 0.904 -3.659
C 0.754 -0.530 -1.792
C 2.153 -3.916 2.057
C -1.513 4.645 -1.335
H 0.045 -1.292 5.008
H 3.434 -1.697 -3.517
H -4.548 3.151 -1.230
H 0.237 3.897 -0.356
H 1.081 -0.058 3.207
H -0.852 1.921 0.547
H -0.538 0.225 3.107
H -1.078 -1.954 3.786
H 2.709 -4.228 2.949
H -0.341 1.248 -2.314
H 3.000 0.352 -4.830
H 1.842 -4.800 1.485
H 1.078 1.786 -4.250
H -3.448 5.149 -2.120
H -1.022 5.515 -1.746
H 2.004 -2.260 -1.596
H -4.487 1.374 0.126
```

=====

Entry from the Open Molecules 2025 dataset: a 2-piece molecular cluster, C4H10N2O overall at a distorted geometry (ωB97M-V/def2-TZVPD).

Computed properties:
Multiplicity: 1
Frontier orbital gap: 4.2 eV
LUMO level: -3.59 eV
Relative energy (zero: lowest compared OMol25 entry of this formula, charge and spin): 10.0117 eV
HOMO: -7.8 eV

The geometry in XYZ format:
```
17
C4H10N2O | the Open Molecules 2025 dataset | ωB97M-V/def2-TZVPD
O -0.367 -2.930 -0.705
N -1.406 -0.815 -0.607
N 0.347 2.324 1.774
C 0.700 -0.415 -1.677
C -0.180 0.034 -0.475
C -1.306 -2.176 -1.103
C 0.347 -0.101 1.000
H 0.744 2.537 2.660
H 1.395 -0.332 1.191
H 0.142 0.948 1.415
H 1.666 -0.012 -2.002
H -0.359 -0.647 1.641
H 0.108 3.193 1.484
H -0.019 -0.435 -2.493
H -2.038 -0.731 0.167
H -0.484 1.049 -0.701
H 0.709 -1.491 -1.569
```

=====

Number 1: energy -5194.9057 eV. Number 2: energy -37994.9971 eV. Number 3: energy -47071.0284 eV. Number 4: energy -9328.9758 eV.